Entry 1:
Density functional theory data (ωB97M-V/def2-TZVPD) for 2 unconnected molecules or ions with the total composition C3H9NO2.

Last column: Mulliken charge in e.
Geometry (Å):
1 O -2.43547 0.10589 -2.82902  -0.46
2 C -2.09138 1.22947 -2.56972  0.16
3 C -1.24778 2.15222 -3.37122  -0.78
4 H -2.44871 1.64709 -1.59505  0.29
5 H -0.49411 1.75931 -4.04174  0.28
6 H -0.72185 2.73635 -2.60408  0.26
7 H -1.90741 2.75710 -4.01921  0.25
8 N 2.79958 -1.76233 3.08031  -0.50
9 C 1.57323 -1.04245 3.16681  -0.09
10 O 0.89488 -0.69267 1.91006  -0.55
11 H 3.60318 -1.31028 3.48770  0.23
12 H 2.99485 -2.16857 2.17244  0.21
13 H 0.78638 -1.59216 3.69368  0.20
14 H 1.80586 -0.06904 3.61720  0.18
15 H -0.05740 -0.72192 1.99212  0.32

Calculated values
Multiplicity: 1
Total energy, Ha: -324.888716
Lowest unoccupied orbital energy, eV: 0.82
SMILES string: CC=O.NCO
HOMO, eV: -9.25



Entry 2:
Density functional theory data (ωB97M-V/def2-TZVPD) for 2 unconnected molecules or ions with the total composition C3H9NO2.

Last column: Mulliken charge in e.
Geometry (Å):
1 C -1.54913 1.04729 0.44612  -0.18
2 O -0.59838 0.60825 -0.52547  -0.50
3 C -2.33681 -0.12029 1.04731  -0.98
4 H -1.04243 1.51704 1.28554  0.24
5 H -2.18932 1.75175 -0.08346  0.28
6 H 0.28975 0.61576 -0.13588  0.25
7 H -1.86128 -0.54885 1.92403  0.27
8 H -3.33916 0.22462 1.30525  0.32
9 H -2.48176 -0.89972 0.30834  0.29
10 C 2.73604 -0.08751 -1.00631  0.10
11 N 2.41087 -1.40795 -0.84627  -0.36
12 O 2.33300 0.79184 -0.28109  -0.56
13 H 3.44293 0.11586 -1.81672  0.37
14 H 1.97199 -1.63595 0.03226  0.25
15 H 2.21368 -1.97212 -1.65365  0.22

Calculated values
Multiplicity: 1
Total energy, Ha: -324.931307
Lowest unoccupied orbital energy, eV: 0.92
SMILES string: NC=O.CCO
HOMO, eV: -9.85



Entry 3:
Density functional theory data (ωB97M-V/def2-TZVPD) for C3H9NO2 in the gas phase.

Last column: Mulliken charge in e.
Geometry (Å):
1 C -0.09211 0.10302 -0.52482  0.09
2 C -0.69593 0.03257 0.88567  -0.60
3 C 1.39094 0.20925 -0.37030  -0.59
4 H -1.12266 -1.25283 -1.48943  0.29
5 H 0.03623 -1.83121 -0.67302  0.33
6 H -0.44575 1.00326 -0.98041  0.49
7 H 0.01136 -0.54585 1.55658  0.21
8 H -0.80048 0.99429 1.49426  0.35
9 H -2.69853 0.07752 0.89889  0.33
10 H 1.63390 -0.73169 0.36758  0.19
11 H 1.85298 0.10257 -1.36311  0.35
12 H 2.59002 1.65124 0.16658  0.31
13 N -0.17837 -1.05336 -1.38548  -0.73
14 O -2.08899 -0.71202 0.97422  -0.54
15 O 1.66075 1.44167 0.24793  -0.47

Calculated values
Multiplicity: 1
Total energy, Ha: -324.875765
Lowest unoccupied orbital energy, eV: 0.85
SMILES string: NC(CO)CO
HOMO, eV: -10.04



Entry 4:
Density functional theory data (ωB97M-V/def2-TZVPD) for C3H9NO2 in the gas phase.

Last column: Mulliken charge in e.
Geometry (Å):
1 C -0.00775 -0.27213 0.86867  -0.50
2 C -0.58693 -1.41811 0.07101  -0.40
3 O -1.97441 -1.54314 0.17498  -0.50
4 N -0.05429 1.13299 0.45719  -0.34
5 C 0.65006 1.41021 -0.77610  -0.54
6 O 1.94116 0.83338 -0.81033  -0.50
7 H -0.75324 -0.25547 1.68102  0.34
8 H 0.93199 -0.50346 1.37173  0.34
9 H -0.04032 -2.31141 0.37475  0.31
10 H -0.31794 -1.28803 -0.97794  0.25
11 H -2.12278 -2.45798 0.41296  0.32
12 H 0.29285 1.67729 1.23319  0.23
13 H -0.00787 0.99465 -1.54067  0.34
14 H 0.63298 2.48736 -0.94771  0.35
15 H 2.56990 1.51700 -0.55877  0.31

Calculated values
Multiplicity: 1
Total energy, Ha: -324.892609
Lowest unoccupied orbital energy, eV: 0.80
SMILES string: OCCNCO
HOMO, eV: -8.98



Entry 5:
Density functional theory data (ωB97M-V/def2-TZVPD) for a molecular structure, C3H9NO2.

Last column: Mulliken charge in e.
Geometry (Å):
1 C -1.27111 -0.46049 -1.85284  -0.66
2 C -0.34134 1.49128 -0.72649  -0.28
3 C 0.32781 -2.16346 1.36481  0.18
4 N -0.18696 0.30115 -1.16332  -0.30
5 O 1.36425 -1.34738 1.11355  -0.41
6 O -0.25103 -2.76457 0.49830  -0.47
7 H -2.00395 0.37412 -2.22890  0.31
8 H -0.76307 -1.03029 -2.69966  0.23
9 H -1.79843 -1.17444 -1.19171  0.21
10 H -4.02895 0.42316 1.65849  -0.14
11 H 0.43496 1.78922 -0.06517  0.28
12 H -1.21065 2.14624 -1.00323  0.22
13 H -4.75728 0.64125 1.82410  0.14
14 H -0.06542 -2.09216 2.39245  0.35
15 H 1.32763 -1.15152 0.21598  0.34

Calculated values
Multiplicity: 1
Total energy, Ha: -324.858117
Lowest unoccupied orbital energy, eV: 0.95
HOMO, eV: -9.70



Entry 6:
Density functional theory data (ωB97M-V/def2-TZVPD) for 3 unconnected molecules or ions with the total composition C3H9NO2.

Last column: Mulliken charge in e.
Geometry (Å):
1 C 0.17934 -0.79204 -1.63920  -1.09
2 C -0.67325 0.33815 -1.23901  -0.22
3 N -0.31010 2.89917 0.21412  -0.86
4 H -0.15242 -1.68412 -1.13369  0.32
5 H 0.30743 -0.77543 -2.72608  0.39
6 H 1.16977 -0.51603 -1.30982  0.33
7 H -0.62728 1.26542 -1.80643  0.49
8 H -1.64548 0.27707 -0.77312  0.32
9 H 0.37542 2.55888 -0.46580  0.33
10 H -0.44900 2.04875 0.77594  0.39
11 H -1.16591 2.93971 -0.34181  0.26
12 O -0.36929 -0.04935 0.69820  -0.53
13 C 0.11424 -1.12343 1.24140  0.06
14 O 1.24100 -1.57984 1.15514  -0.52
15 H -0.63630 -1.71259 1.81614  0.33

Calculated values
Multiplicity: 1
Total energy, Ha: -324.817230
Lowest unoccupied orbital energy, eV: -1.33
HOMO, eV: -9.72



Entry 7:
Density functional theory data (ωB97M-V/def2-TZVPD) for C3H9NO2 in the gas phase.

Last column: Mulliken charge in e.
Geometry (Å):
1 C -1.11974 -0.79631 -0.00478  -0.62
2 O -1.87215 -1.32023 1.14889  -0.52
3 C 0.23021 -0.06931 0.37823  0.31
4 C 0.46797 1.03665 -0.63997  -0.87
5 O 1.65454 1.81999 -0.78901  -0.52
6 N 1.22291 -1.05728 0.59438  -0.57
7 H -1.69374 0.01820 -0.43699  0.37
8 H -0.92875 -1.74762 -0.66394  0.23
9 H -2.78835 -0.89982 1.06827  0.32
10 H 0.16071 0.33908 1.36321  0.26
11 H 0.15848 0.63620 -1.62663  0.40
12 H -0.30240 1.78271 -0.46903  0.40
13 H 1.37236 2.40898 -1.52696  0.35
14 H 1.35906 -1.25632 1.60016  0.25
15 H 2.07888 -0.89492 0.00417  0.22

Calculated values
Multiplicity: 1
Total energy, Ha: -324.869661
Lowest unoccupied orbital energy, eV: 0.68
SMILES string: NC(CO)CO
HOMO, eV: -8.79



Entry 8:
Density functional theory data (ωB97M-V/def2-TZVPD) for 2 unconnected molecules or ions with the total composition C3H9NO2.

Last column: Mulliken charge in e.
Geometry (Å):
1 C 0.98379 -2.47514 0.53826  -0.94
2 C 0.47588 -1.05480 0.56609  0.72
3 O 1.11317 -0.27329 -0.31143  -0.41
4 O -0.15184 -0.64078 1.50679  -0.54
5 H 1.65860 -2.43935 1.40359  0.26
6 H 1.54968 -2.88914 -0.30310  0.30
7 H 0.18539 -3.14938 0.83020  0.30
8 C -0.87138 2.64976 -1.33997  -0.64
9 N -1.36678 1.43162 -0.65999  -0.45
10 H 0.85368 0.65158 -0.32561  0.30
11 H -1.20029 1.34088 0.32374  0.22
12 H -2.07272 0.89906 -1.12268  0.14
13 H -1.26930 2.59392 -2.34917  0.27
14 H 0.20465 2.65029 -1.48477  0.21
15 H -1.28363 3.52111 -0.83080  0.26

Calculated values
Multiplicity: 1
Total energy, Ha: -324.930154
Lowest unoccupied orbital energy, eV: 0.83
SMILES string: CC(=O)O.CN
HOMO, eV: -8.92



Entry 9:
Density functional theory data (ωB97M-V/def2-TZVPD) for 3 unconnected molecules or ions with the total composition C3H9NO2.

Last column: Mulliken charge in e.
Geometry (Å):
1 C 0.58306 -0.06828 -1.87698  0.11
2 C 1.63439 -0.88126 -1.96505  -0.69
3 C 1.00261 1.00162 0.17383  -0.23
4 N 0.34226 0.95169 -0.90720  -0.49
5 H -0.16084 -0.05042 -2.66118  0.38
6 H 2.54874 -0.67556 -1.43354  0.22
7 H 1.48345 -1.76051 -2.57482  0.24
8 H 0.49710 1.40921 1.04667  0.25
9 H 2.08425 0.85212 0.22367  0.22
10 H -2.76754 0.34420 0.26686  0.29
11 H -1.46584 1.03166 -0.01860  0.37
12 O -2.05661 0.80296 0.72701  -0.66
13 H -1.61006 -0.32212 2.74233  0.34
14 H -0.68739 -1.56065 2.94321  0.30
15 O -1.42757 -1.07465 3.31379  -0.65

Calculated values
Multiplicity: 1
Total energy, Ha: -324.858420
Lowest unoccupied orbital energy, eV: -0.23
SMILES string: C=CN=C.O.O
HOMO, eV: -9.44



Entry 10:
Density functional theory data (ωB97M-V/def2-TZVPD) for 2 unconnected molecules or ions with the total composition C3H9NO2.

Last column: Mulliken charge in e.
Geometry (Å):
1 C -1.54688 2.02662 -1.23687  -0.96
2 C -1.15151 0.83154 -0.45300  0.69
3 O -1.62191 -0.32519 -0.92926  -0.45
4 O -0.25158 0.87195 0.35599  -0.52
5 H -2.62656 2.22241 -1.26059  0.32
6 H -1.35817 1.82901 -2.29687  0.27
7 H -1.08698 2.94223 -0.88910  0.31
8 C 2.23970 -1.87360 0.42531  -0.62
9 N 2.06991 -1.20832 1.77143  -0.62
10 H -1.42268 -0.99351 -0.25455  0.34
11 H 2.33307 -0.24715 1.63949  0.25
12 H 1.09239 -1.22799 2.02708  0.26
13 H 3.28638 -2.13247 0.32642  0.26
14 H 1.87197 -1.20974 -0.36018  0.19
15 H 1.53616 -2.70056 0.49938  0.28

Calculated values
Multiplicity: 1
Total energy, Ha: -324.933200
Lowest unoccupied orbital energy, eV: 0.59
SMILES string: CC(=O)O.CN
HOMO, eV: -9.04



Entry 11:
Density functional theory data (ωB97M-V/def2-TZVPD) for 2 unconnected molecules or ions with the total composition C3H9NO2.

Last column: Mulliken charge in e.
Geometry (Å):
1 C 2.88377 0.60791 -2.33367  -0.75
2 C 1.82640 0.38958 -1.56339  0.12
3 O 0.62061 0.96120 -1.80468  -0.49
4 H 3.80282 0.11910 -2.06514  0.24
5 H 2.79049 1.27772 -3.18023  0.26
6 H 1.93199 -0.21049 -0.65808  0.23
7 H -0.07026 0.49274 -1.31860  0.45
8 N -1.57076 -0.85432 2.44927  -0.53
9 C -2.08157 -0.18342 1.29600  -0.22
10 O -1.08014 -0.19692 0.27094  -0.54
11 H -2.27935 -1.28228 3.02457  0.21
12 H -0.90366 -0.29824 2.95918  0.19
13 H -2.32492 0.86804 1.47274  0.26
14 H -2.97909 -0.70255 0.95460  0.29
15 H -0.56632 -0.98807 0.49649  0.29

Calculated values
Multiplicity: 1
Total energy, Ha: -324.898494
Lowest unoccupied orbital energy, eV: 0.73
SMILES string: C=CO.NCO
HOMO, eV: -8.61



Entry 12:
Density functional theory data (ωB97M-V/def2-TZVPD) for 2 unconnected molecules or ions with the total composition C3H9NO2.

Last column: Löwdin spin population.
Geometry (Å):
1 C 2.27570 -1.30015 0.26678  0.12
2 N 2.55860 -0.05809 0.90801  0.75
3 H -4.27165 0.48527 -0.88049  0.00
4 H 2.11780 0.81526 0.66993  0.02
5 H 2.74169 -0.15978 1.90755  0.01
6 H 1.84274 -1.22890 -0.73046  0.00
7 H 1.47280 -1.85198 0.77704  0.06
8 H 3.23885 -1.82502 0.27351  0.03
9 C -1.15598 1.01642 -0.49667  0.00
10 C -2.46469 0.32379 -0.51765  0.00
11 O -3.54932 1.10225 -0.69172  0.00
12 O -2.59660 -0.85744 -0.30827  0.00
13 H -0.90184 1.34228 0.52220  0.00
14 H -0.98311 1.88524 -1.12309  0.00
15 H -0.32499 0.31087 -0.57666  0.00

Calculated values
Total charge: +1
Multiplicity: 2
Total energy, Ha: -324.595042
Lowest unoccupied orbital energy (spin up / spin down), eV: -4.06 / -9.26
HOMO (spin up / spin down), eV: -13.51 / -13.51
<S²>: 0.754



Entry 13:
Density functional theory data (ωB97M-V/def2-TZVPD) for a molecular structure, C3H9NO2S.

Last column: Mulliken charge in e.
Geometry (Å):
1 C -0.38382 -1.64742 1.38649  -0.64
2 C -1.43705 -0.10854 -1.16271  -0.53
3 C -0.36359 0.86181 -0.87998  -0.49
4 N 1.98191 1.28821 0.57346  -0.55
5 O 1.68446 -0.79183 -0.77724  -0.61
6 O -2.17673 -0.27554 0.03352  -0.66
7 S 0.88856 -0.01576 0.18235  0.68
8 H 0.53937 -2.27623 1.22309  0.32
9 H -0.29170 -1.08502 2.37481  0.30
10 H -2.20467 0.15509 -1.76669  0.38
11 H -1.13117 -1.14824 -1.45952  0.29
12 H -0.77617 1.65803 -0.23271  0.34
13 H 0.14460 1.15371 -1.75682  0.37
14 H 2.20839 1.66197 1.47702  0.22
15 H 2.89234 1.34467 0.01993  0.26
16 H -1.57473 -0.77491 0.76498  0.32

Calculated values
Multiplicity: 1
Total energy, Ha: -722.903468
Lowest unoccupied orbital energy, eV: -0.88
HOMO, eV: -9.14



Entry 14:
Density functional theory data (ωB97M-V/def2-TZVPD) for 2 unconnected molecules or ions with the total composition C3H9NO2Si.

Last column: Mulliken charge in e.
Geometry (Å):
1 C 0.52050 1.27818 1.54580  -0.45
2 C -0.85939 1.22767 0.83812  -0.39
3 C 1.48570 0.41198 0.82527  -0.68
4 N -0.92796 -0.10007 0.07238  -0.24
5 O -1.16585 -2.16799 -3.08319  -0.62
6 O 0.93459 -2.17504 -0.98500  -0.72
7 Si 0.55815 -0.86621 -0.28250  0.58
8 H 0.96605 2.35456 1.62604  0.24
9 H 0.29768 1.00533 2.65684  0.24
10 H -1.68074 1.37103 1.65980  0.25
11 H -1.01518 2.11445 0.13714  0.24
12 H 2.24924 1.00560 0.25174  0.36
13 H 2.10985 -0.17823 1.60583  0.29
14 H -1.73003 -0.04293 -0.54560  0.27
15 H -1.59366 -2.93799 -3.31156  0.27
16 H -0.14895 -2.30036 -3.01110  0.34

Calculated values
Multiplicity: 1
Total energy, Ha: -614.450430
Lowest unoccupied orbital energy, eV: 0.43
SMILES string: O=[Si]1CCCN1.O
HOMO, eV: -9.97



Entry 15:
Density functional theory data (ωB97M-V/def2-TZVPD) for a molecular structure, C3H9NO2Zn.

Last column: Mulliken charge in e.
Geometry (Å):
1 Zn -0.37699 -0.61457 -0.68513  0.21
2 C 0.31207 -0.91525 -2.48478  -0.79
3 H 1.41706 -0.96813 -2.41060  0.22
4 H -0.13702 -1.82055 -2.94221  0.30
5 H 0.03860 0.01550 -3.02978  0.15
6 H -1.79569 0.42289 -1.23691  0.15
7 H -2.15414 -0.25000 -1.09817  0.00
8 N -0.60816 -0.42277 1.39296  -0.48
9 C 0.39680 0.46097 1.96177  -0.28
10 C 1.14293 1.25124 0.89665  0.59
11 O 1.91563 2.11853 1.33508  -0.68
12 O 0.92037 0.94942 -0.33205  -0.57
13 H -1.53135 -0.00705 1.58193  0.33
14 H -0.63927 -1.27591 1.93237  0.31
15 H -0.03854 1.19486 2.62950  0.28
16 H 1.13769 -0.13918 2.48936  0.26

Calculated values
Multiplicity: 1
Total energy, Ha: -2104.214708
Lowest unoccupied orbital energy, eV: -0.46
HOMO, eV: -8.81



Entry 16:
Density functional theory data (ωB97M-V/def2-TZVPD) for a molecular structure, C3H9NO3.

Last column: Mulliken charge in e.
Geometry (Å):
1 H 0.01055 0.54127 -1.68993  0.41
2 O 0.83637 1.41247 -1.32702  -0.62
3 O -0.62321 -0.46553 -1.92378  -0.65
4 H 0.68696 1.83386 -0.45877  0.38
5 H 1.84207 1.06051 -1.47368  0.41
6 C -0.66917 -1.20850 -0.83863  0.58
7 O -1.38709 -2.18056 -0.81869  -0.62
8 C 0.41961 -1.17790 0.27783  -0.41
9 H 0.23751 -1.93468 0.98980  0.33
10 N 0.53955 0.25804 0.84916  -0.44
11 H 1.08409 0.16559 1.78990  0.26
12 H 1.44117 -1.42752 -0.26949  0.23
13 C -0.83337 0.69584 1.13454  -0.80
14 H -1.14768 0.71455 2.19871  0.35
15 H -0.85636 1.70285 0.80496  0.27
16 H -1.58099 0.00973 0.75508  0.33

Calculated values
Multiplicity: 1
Total energy, Ha: -400.109437
Lowest unoccupied orbital energy, eV: 0.08
HOMO, eV: -9.29